[1]
Molecular formula: C34H54BrN2OPPtSi
Method: DFT, ωB97M-V with the def2-TZVPD basis set

The relative energy (zero: lowest compared OMol25 entry of this formula, charge and spin) is 0.0000 eV. As for the total energy: -4836.49830 a.u. The molar mass comes out at 840.861 g mol⁻¹. The value obtained for the frontier orbital gap is 7.1 eV. As for the total charge: +2. The value obtained for the HOMO energy is -13.8 eV.

CARTESIAN COORDINATES (ANGSTROEM)
Pt -0.6931 -0.8442 1.0544
N -1.1437 -0.7128 3.0565
C -2.3514 -1.3431 3.6647
C -2.3272 -2.8679 3.6169
C -3.0280 -3.5221 2.4296
C -2.3455 -3.4074 1.0817
N -2.2998 -1.9963 0.5896
H -0.3188 -1.0333 3.5601
H -1.2021 0.2942 3.2094
H -3.2286 -0.9281 3.1662
H -2.3827 -1.0005 4.7000
H -2.8242 -3.2194 4.5211
H -1.2929 -3.2220 3.6934
H -4.0489 -3.1324 2.3519
H -3.1360 -4.5878 2.6361
H -2.8842 -3.9992 0.3408
H -1.3189 -3.7722 1.1233
H -3.1340 -1.4888 0.8864
H -2.3492 -1.9962 -0.4329
O -2.2111 1.2010 0.6959
P -2.5233 1.7538 -0.6770
C -2.8925 0.3826 -1.7990
C -1.8477 -0.3472 -2.3714
C -2.1071 -1.5364 -3.0410
C -3.4134 -2.0061 -3.1400
C -4.4572 -1.2766 -2.5872
C -4.1991 -0.0855 -1.9211
C -1.1620 2.6908 -1.3808
C -0.3577 3.4075 -0.4932
C 0.6594 4.2155 -0.9741
C 0.8802 4.3127 -2.3424
C 0.0810 3.6083 -3.2312
C -0.9418 2.8011 -2.7539
C -3.9747 2.7918 -0.6484
C -4.3330 3.5574 -1.7577
C -5.4836 4.3246 -1.7198
C -6.2739 4.3343 -0.5760
C -5.9164 3.5804 0.5319
C -4.7653 2.8061 0.4985
H -0.8353 0.0370 -2.3173
H -1.3023 -2.0876 -3.5067
H -3.6188 -2.9263 -3.6712
H -5.4754 -1.6287 -2.6870
H -5.0179 0.4853 -1.4982
H -0.5411 3.3380 0.5724
H 1.2720 4.7823 -0.2847
H 1.6685 4.9526 -2.7174
H 0.2462 3.6962 -4.2968
H -1.5716 2.2692 -3.4565
H -3.7129 3.5641 -2.6468
H -5.7632 4.9217 -2.5771
H -7.1704 4.9392 -0.5484
H -6.5299 3.6004 1.4224
H -4.4678 2.2223 1.3599
C 5.2459 -1.9280 1.6014
C 4.1419 -0.9284 2.0065
C 4.8160 0.3353 2.5645
C 3.3322 -1.5433 3.1599
Si 3.0920 -0.5230 0.4710
Br 1.2248 0.6588 1.4310
C 3.7273 0.8275 -0.7080
C 5.1415 0.4433 -1.1876
C 2.8105 0.9943 -1.9322
C 3.8007 2.2085 -0.0304
C 2.2601 -2.0185 -0.3812
C 0.9979 -1.6585 -1.1647
C 1.8830 -3.1389 0.5955
C 3.2794 -2.5893 -1.3963
H 5.9009 -2.0891 2.4614
H 5.8712 -1.5613 0.7868
H 4.8482 -2.9032 1.3163
H 5.3777 0.0576 3.4597
H 4.0912 1.0974 2.8611
H 5.5239 0.7815 1.8678
H 4.0218 -1.7691 3.9770
H 2.8337 -2.4738 2.8958
H 2.5910 -0.8428 3.5538
H 5.1793 -0.5315 -1.6768
H 5.8708 0.4471 -0.3778
H 5.4709 1.1854 -1.9193
H 2.7789 0.1122 -2.5723
H 3.1991 1.8136 -2.5422
H 1.7896 1.2716 -1.6450
H 4.4289 2.2296 0.8579
H 2.8117 2.5856 0.2309
H 4.2302 2.9136 -0.7472
H 0.1302 -1.4615 -0.4706
H 0.6588 -2.5277 -1.7337
H 1.0980 -0.8104 -1.8369
H 1.1850 -2.7895 1.3627
H 2.7490 -3.5755 1.0894
H 1.3924 -3.9437 0.0387
H 3.4836 -1.9003 -2.2143
H 2.8696 -3.5049 -1.8313
H 4.2295 -2.8527 -0.9295

Cartesian forces, eV/Å:
0.538 -0.105 0.009
-0.242 0.258 0.044
0.014 0.001 -0.009
0.035 0.026 0.040
-0.026 -0.025 -0.017
0.025 0.009 -0.010
-0.176 0.002 -0.052
0.013 -0.010 -0.012
-0.028 0.015 0.028
0.011 -0.001 -0.014
-0.025 -0.022 0.003
0.003 -0.015 0.004
-0.002 0.004 -0.001
-0.011 -0.009 -0.012
0.003 -0.002 0.017
-0.030 -0.011 0.027
-0.019 -0.022 -0.010
-0.040 -0.023 -0.054
-0.012 0.040 -0.002
0.016 0.038 -0.072
-0.117 -0.059 0.104
0.149 -0.044 0.024
-0.051 0.018 -0.054
-0.041 0.030 0.043
0.026 -0.009 0.003
-0.034 -0.017 0.003
-0.039 0.025 0.058
0.029 -0.015 0.021
-0.007 -0.042 0.029
0.023 0.016 -0.026
0.018 0.030 0.032
-0.018 -0.012 -0.009
-0.014 -0.002 0.003
-0.039 0.063 0.045
0.009 -0.014 -0.004
-0.024 0.021 0.000
-0.014 0.010 -0.006
0.011 -0.005 -0.009
-0.001 0.020 -0.023
-0.055 -0.005 -0.006
0.061 -0.019 -0.040
0.006 0.004 -0.002
0.000 0.006 0.000
0.009 -0.011 -0.004
-0.008 -0.004 -0.005
-0.008 -0.002 -0.004
-0.003 -0.007 0.001
-0.006 -0.006 0.004
-0.001 -0.033 -0.009
-0.008 -0.003 0.004
-0.001 0.000 0.003
0.002 0.001 -0.002
-0.002 -0.001 0.000
0.006 0.002 -0.001
-0.024 -0.008 -0.006
0.031 -0.054 -0.033
0.001 0.010 -0.004
-0.067 0.017 0.010
0.049 0.134 0.147
-0.048 -0.066 0.037
0.010 -0.003 0.010
-0.015 0.010 -0.043
-0.008 0.034 0.029
0.052 -0.006 0.015
0.047 -0.032 0.051
0.369 -0.058 -0.074
0.042 -0.071 0.013
-0.091 -0.010 -0.057
-0.002 0.000 -0.006
0.006 0.013 -0.026
-0.013 0.012 -0.003
-0.001 0.000 0.001
0.005 -0.006 -0.014
0.011 -0.027 -0.014
0.003 0.005 0.001
0.005 0.028 0.008
0.024 -0.018 -0.026
0.005 0.017 0.011
-0.007 -0.001 0.037
0.016 -0.008 -0.002
0.039 0.007 0.002
0.003 0.005 -0.007
0.028 0.006 -0.013
-0.040 -0.008 -0.061
-0.006 0.019 -0.001
0.001 -0.002 -0.005
-0.170 0.038 -0.197
-0.097 -0.016 0.015
-0.114 -0.034 0.168
0.041 -0.022 -0.010
0.016 0.011 -0.033
0.001 -0.014 -0.012
0.003 0.005 -0.008
0.014 -0.013 -0.008
-0.030 0.022 0.032

Löwdin atomic charge list, values in e, 6 entries:
1 Pt 0.79
2 N -0.11
3 C -0.19
4 C -0.17
5 C -0.18
6 C -0.19

---

[2]
Molecular formula: C34H54N4O5SSbScSi3
Method: DFT, ωB97M-V with the def2-TZVPD basis set

The relative energy (zero: lowest compared OMol25 entry of this formula, charge and spin) is 0.4448 eV. As for the total energy: -4191.08336 a.u. The molar mass comes out at 881.870 g mol⁻¹. The value obtained for the frontier orbital gap is 7.9 eV. As for the total charge: 0. The value obtained for the HOMO energy is -7.5 eV.

CARTESIAN COORDINATES (ANGSTROEM)
Sc 0.9671 0.2900 -0.9522
C -2.4214 0.4302 -7.8947
C -1.8990 0.8917 -6.5645
C -1.0655 0.0685 -5.8073
C -0.5723 0.4803 -4.5849
C -0.9008 1.7442 -4.1032
C -1.7202 2.5823 -4.8430
C -2.2188 2.1460 -6.0633
S -0.3191 2.3076 -2.5271
O -0.8244 1.3134 -1.5194
O -0.8863 3.6194 -2.3367
N 1.2240 2.1903 -2.3897
C 2.0863 1.9091 -3.5231
C 2.4629 0.4253 -3.5659
O 3.1350 -0.0417 -4.4525
O 1.9634 -0.2702 -2.5612
H -2.9382 -0.5258 -7.8022
H -1.6058 0.2908 -8.6054
H -3.1183 1.1504 -8.3194
H -0.7921 -0.9083 -6.1869
H 0.0661 -0.1841 -4.0176
H -1.9628 3.5612 -4.4598
H -2.8653 2.7988 -6.6366
H 3.0096 2.4873 -3.4352
H 1.6493 2.1692 -4.4919
C 1.1984 -1.6323 3.8036
Sb 0.6487 -0.1149 2.3816
C 2.0388 -0.5931 0.8040
C 2.1366 -2.0494 0.4689
C 2.8017 -2.9975 1.2594
C 2.9115 -4.3045 0.8275
C 2.3559 -4.6613 -0.3924
C 1.7143 -3.6734 -1.1183
N 1.5994 -2.4171 -0.7049
Si 3.7444 0.1423 1.0379
C 4.4317 -0.0065 2.7804
C 3.8923 1.9635 0.6077
C 4.8825 -0.7462 -0.1506
C -1.4689 -0.7973 1.8628
C -1.8206 -0.7970 0.3894
C -3.1121 -0.5731 -0.0969
C -3.4168 -0.8581 -1.4128
C -2.4536 -1.4143 -2.2433
C -1.1872 -1.5557 -1.7190
N -0.8693 -1.1952 -0.4697
Si -1.7789 -2.6300 2.3412
C -1.8569 -2.8561 4.1978
C -0.5329 -3.7757 1.5637
C -3.4167 -3.2453 1.6588
Si -2.4771 0.4503 2.9026
C -4.2866 0.0300 3.1946
C -1.8134 0.6116 4.6538
C -2.4185 2.0953 2.0117
H 2.2749 -1.5137 3.9138
H 0.9866 -2.6586 3.5258
H 0.7326 -1.4092 4.7623
H 3.2371 -2.6916 2.1997
H 3.4310 -5.0372 1.4324
H 2.4228 -5.6689 -0.7774
H 1.2757 -3.9012 -2.0844
H 3.7305 0.3731 3.5271
H 5.3477 0.5819 2.8663
H 4.6753 -1.0363 3.0448
H 3.4373 2.6169 1.3524
H 3.4620 2.2288 -0.3624
H 4.9603 2.1922 0.5669
H 5.0109 -1.7993 0.0965
H 5.8676 -0.2748 -0.1426
H 4.4918 -0.6987 -1.1699
H -3.8824 -0.2105 0.5609
H -4.4187 -0.6769 -1.7808
H -2.6664 -1.6918 -3.2657
H -0.3515 -1.9409 -2.2999
H -1.1122 -2.2885 4.7513
H -1.7125 -3.9111 4.4368
H -2.8415 -2.5719 4.5686
H 0.5101 -3.5751 1.7895
H -0.6372 -3.7341 0.4779
H -0.7615 -4.7970 1.8791
H -4.2655 -2.6025 1.8791
H -3.6155 -4.2225 2.1072
H -3.3720 -3.3854 0.5795
H -4.4237 -0.9569 3.6303
H -4.9266 0.1049 2.3184
H -4.6583 0.7546 3.9243
H -2.2921 -0.1211 5.3030
H -2.0853 1.6027 5.0250
H -0.7374 0.5141 4.7773
H -3.2083 2.1738 1.2631
H -1.4722 2.2311 1.4917
H -2.5474 2.9170 2.7197
C 0.8378 3.7419 2.7696
N 0.7254 4.2024 1.4010
C 0.4556 5.6126 1.1851
C 0.8007 3.3762 0.3651
O 0.9938 2.1619 0.4581
H 1.4610 4.4400 3.3295
H 1.2782 2.7464 2.7848
H -0.1480 3.6885 3.2381
H -0.4306 5.9113 1.7477
H 0.2726 5.7916 0.1281
H 1.3030 6.2182 1.5133
H 0.6842 3.8680 -0.6037

Cartesian forces, eV/Å:
0.140 0.199 -0.125
-0.033 -0.033 -0.034
0.018 0.011 0.028
-0.013 -0.017 -0.029
-0.023 -0.029 0.045
-0.044 0.021 -0.073
0.052 -0.087 -0.047
-0.012 0.059 0.015
-0.168 -0.156 0.029
-0.372 0.339 -0.274
0.047 0.070 0.047
-0.095 -0.315 -0.102
0.101 0.229 -0.055
-0.158 -0.201 0.294
0.057 0.091 -0.089
0.359 -0.066 -0.396
0.005 -0.013 0.007
0.024 -0.001 -0.002
-0.004 0.021 0.002
0.004 -0.027 0.000
0.003 0.032 0.017
-0.018 0.054 0.043
-0.006 0.017 -0.007
-0.010 -0.044 -0.012
0.028 0.005 0.042
0.051 -0.031 0.098
0.166 -0.038 0.161
-0.211 -0.281 0.253
0.079 0.141 -0.005
0.080 0.030 -0.041
0.062 0.001 -0.009
-0.012 0.009 -0.021
0.000 -0.031 0.017
0.123 0.265 0.009
-0.213 -0.071 -0.055
0.061 0.024 0.085
-0.025 0.146 -0.084
0.089 -0.026 -0.040
-0.123 0.005 -0.229
0.156 -0.074 0.393
0.003 -0.049 -0.030
-0.067 -0.008 0.011
0.042 -0.058 0.043
-0.025 0.099 0.030
0.143 0.138 -0.057
0.132 0.152 -0.055
-0.004 0.073 0.113
-0.049 -0.056 -0.083
-0.017 -0.001 0.037
0.059 -0.211 -0.175
-0.017 0.067 0.019
0.035 0.003 0.067
-0.032 0.094 0.004
0.063 0.002 0.052
-0.015 -0.056 0.000
0.038 0.003 0.010
0.023 0.001 0.027
0.002 -0.012 0.008
0.005 -0.015 0.000
-0.008 -0.007 -0.041
-0.025 0.043 0.027
0.059 -0.003 0.025
0.008 -0.053 0.018
-0.011 0.013 0.060
0.036 -0.068 0.008
0.034 0.036 0.022
0.020 -0.047 0.022
0.041 0.004 -0.016
-0.019 0.018 -0.030
-0.081 0.044 0.080
-0.012 0.001 -0.009
-0.008 -0.009 0.002
-0.058 0.075 -0.055
-0.063 -0.033 -0.019
-0.006 -0.068 -0.009
-0.090 0.028 0.063
-0.095 -0.018 0.037
-0.007 -0.033 0.007
-0.011 -0.052 0.008
-0.102 0.090 0.043
-0.011 -0.023 0.011
0.012 0.004 -0.091
0.005 -0.134 0.052
-0.049 -0.006 -0.081
-0.037 0.026 0.022
-0.037 -0.055 0.047
-0.044 0.028 0.027
0.049 0.014 -0.019
-0.019 -0.005 -0.023
0.118 0.035 -0.043
-0.027 0.045 -0.004
0.068 -0.049 0.078
-0.047 0.116 -0.077
-0.010 -0.007 0.059
0.025 0.191 -0.179
-0.115 -0.586 0.103
0.013 -0.015 0.019
-0.033 0.097 -0.004
0.019 0.011 0.004
0.005 0.005 -0.009
0.011 0.008 -0.005
-0.029 -0.009 0.004
0.047 -0.049 -0.012

Löwdin atomic charge list, values in e, 6 entries:
1 Sc 0.94
2 C -0.05
3 C -0.26
4 C -0.02
5 C -0.05
6 C -0.26

---

[3]
Molecular formula: C34H55FN16O2
Method: DFT, ωB97M-V with the def2-TZVPD basis set

The relative energy (zero: lowest compared OMol25 entry of this formula, charge and spin) is 0.0000 eV. As for the total energy: -2454.82303 a.u. The molar mass comes out at 738.922 g mol⁻¹. The value obtained for the frontier orbital gap is 10.7 eV. As for the total charge: 0. The value obtained for the HOMO energy is -10.3 eV.

CARTESIAN COORDINATES (ANGSTROEM)
C 6.2023 1.7653 -3.2538
C 5.8808 0.8493 -4.4107
N 5.5188 -0.5371 -4.1046
O 4.7832 -0.5758 -2.8565
C 3.5519 -1.1342 -3.0198
O 3.3782 -2.1345 -3.6700
N 2.5542 -0.4516 -2.2643
C 2.4904 0.9965 -2.4960
F 2.5080 1.6261 -1.2406
C 1.2586 1.3776 -3.2589
C 1.4358 1.0958 -4.7531
H 7.0526 1.3998 -2.6867
H 5.3740 1.8864 -2.5737
H 6.4540 2.7446 -3.6440
H 6.7549 0.7751 -5.0488
H 5.0848 1.2849 -5.0058
H 6.3884 -1.0112 -3.8912
H 2.7602 -0.6016 -1.2767
H 3.3692 1.3469 -3.0307
H 0.4042 0.8550 -2.8526
H 1.1464 2.4462 -3.1212
H 0.5598 0.6295 -5.1825
H 1.6486 2.0067 -5.2953
H 2.2649 0.4215 -4.9435
C -0.6505 -0.9405 -0.0943
C -1.0465 0.4213 -0.3724
N -1.3778 1.4918 -0.6240
H 0.3461 -1.1184 -0.4925
H -0.6452 -1.1193 0.9758
H -1.3503 -1.6288 -0.5633
C -4.6202 2.7327 0.2311
C -5.5127 1.7514 -0.3539
N -6.2180 0.9710 -0.8182
H -4.5164 2.5427 1.2963
H -3.6425 2.6659 -0.2417
H -5.0196 3.7310 0.0964
C -3.1586 -2.5022 -3.5080
C -3.0969 -3.0391 -2.1648
N -3.0334 -3.4661 -1.0992
H -3.3007 -3.3172 -4.2140
H -4.0015 -1.8220 -3.5901
H -2.2327 -1.9768 -3.7406
C -3.1867 -2.8970 3.2585
C -2.7039 -1.5599 2.9815
N -2.2992 -0.5084 2.7568
H -3.0819 -3.1136 4.3195
H -4.2341 -2.9743 2.9739
H -2.6096 -3.6165 2.6806
C -5.5238 0.5948 3.9756
C -6.0074 1.9284 3.6920
N -6.3593 2.9991 3.4712
H -4.5511 0.4607 3.5023
H -5.4141 0.4898 5.0540
H -6.2183 -0.1535 3.5988
C -5.4988 4.1915 6.5671
C -5.1991 2.8148 6.9076
N -4.9629 1.7178 7.1569
H -6.5684 4.3629 6.6668
H -4.9644 4.8613 7.2389
H -5.2001 4.3974 5.5405
C 3.8726 -4.6050 -5.4386
C 3.3375 -5.8248 -6.0120
N 2.8970 -6.7826 -6.4683
H 3.3263 -4.3435 -4.5426
H 4.9216 -4.7422 -5.1845
H 3.7832 -3.7856 -6.1478
C -6.6529 7.0893 2.1098
C -5.4889 6.3373 1.6911
N -4.5716 5.7148 1.3946
H -7.5309 6.4475 2.0774
H -6.5080 7.4468 3.1271
H -6.8005 7.9400 1.4479
C -1.6812 4.8866 6.2050
C -2.2827 6.1187 5.7384
N -2.7897 7.0847 5.3787
H -0.7192 4.7407 5.7184
H -1.5399 4.9269 7.2835
H -2.3286 4.0434 5.9712
C -2.8266 0.6664 10.3318
C -2.4312 1.9126 9.7103
N -2.1327 2.9069 9.2210
H -2.6258 0.7073 11.4003
H -3.8897 0.5028 10.1679
H -2.2669 -0.1563 9.8921
C 8.3396 -2.4333 -1.1103
C 8.7152 -1.8848 -2.3967
N 9.0297 -1.4494 -3.4109
H 9.1859 -2.3526 -0.4299
H 7.4920 -1.8808 -0.7092
H 8.0665 -3.4801 -1.2236
C -7.0681 -4.7354 -1.5556
C -6.5619 -3.8782 -2.6062
N -6.1669 -3.1831 -3.4300
H -6.3110 -4.8391 -0.7805
H -7.9662 -4.2957 -1.1272
H -7.3053 -5.7163 -1.9620
C 0.5351 -4.2097 -2.6099
C 1.0060 -3.8004 -1.3051
N 1.3577 -3.4968 -0.2551
H 1.0682 -5.1006 -2.9335
H -0.5293 -4.4342 -2.5555
H 0.7093 -3.4036 -3.3219
C 12.7279 -1.8158 -3.5640
C 12.4357 -2.0536 -2.1642
N 12.1977 -2.2411 -1.0566
H 12.6383 -2.7458 -4.1213
H 12.0210 -1.0927 -3.9658
H 13.7410 -1.4323 -3.6657

Cartesian forces, eV/Å:
0.255 -0.054 0.113
-0.374 0.128 0.074
0.463 -0.270 0.109
-0.091 0.725 -0.529
0.184 -1.040 -0.258
-0.267 0.974 0.552
0.320 -0.223 0.048
0.057 0.052 0.488
-0.038 -0.436 -0.496
0.139 0.262 -0.205
0.090 -0.200 0.139
0.168 -0.067 0.126
-0.251 0.008 0.209
0.095 0.210 -0.068
0.103 -0.142 -0.252
-0.241 0.080 -0.167
-0.001 -0.281 0.213
-0.230 -0.054 -0.032
0.232 0.033 0.002
-0.217 0.037 0.199
-0.339 0.192 0.181
-0.232 -0.001 -0.128
0.001 0.216 -0.190
0.176 -0.247 -0.048
0.234 -0.191 -0.053
-0.269 0.415 -0.068
0.031 -0.032 -0.021
-0.009 -0.039 0.000
0.018 0.011 0.060
-0.009 -0.056 0.042
0.142 -0.015 -0.026
-0.228 -0.310 -0.159
0.066 0.045 0.078
0.030 0.073 0.038
0.067 0.001 0.025
-0.011 0.075 0.028
0.084 0.133 -0.251
-0.014 -0.149 0.413
-0.003 0.005 -0.116
-0.041 0.016 -0.050
-0.034 0.014 -0.018
0.003 0.007 0.024
-0.101 -0.211 0.012
0.246 0.366 -0.105
-0.131 -0.101 0.092
-0.008 -0.031 0.007
-0.017 -0.036 -0.001
-0.014 -0.028 -0.010
0.161 -0.241 0.079
-0.121 0.335 -0.117
-0.049 0.014 0.072
-0.016 -0.032 0.012
0.028 -0.071 0.001
-0.032 0.028 -0.040
0.020 0.287 0.034
0.105 -0.425 -0.002
-0.038 0.143 0.024
-0.018 0.032 -0.045
0.006 0.015 0.014
-0.042 -0.025 -0.016
0.155 0.060 -0.033
-0.180 -0.337 -0.223
0.055 0.095 0.082
-0.048 0.099 0.139
0.019 0.030 0.006
0.008 0.039 0.016
-0.191 0.146 0.035
0.330 -0.313 0.034
-0.020 0.165 -0.045
-0.023 0.003 0.008
-0.006 0.025 0.016
-0.042 0.026 0.017
0.168 -0.179 0.116
-0.317 0.354 -0.151
0.042 -0.088 0.058
0.018 -0.046 0.008
0.011 -0.075 0.013
0.018 -0.037 -0.005
-0.075 -0.214 0.077
0.066 0.425 -0.203
0.017 -0.038 0.013
-0.005 -0.025 0.017
-0.013 -0.024 -0.015
-0.010 -0.035 0.011
-0.027 -0.069 0.227
0.129 0.081 -0.177
-0.066 0.074 -0.136
0.011 -0.019 0.021
-0.012 -0.011 0.031
-0.010 -0.020 0.030
-0.052 -0.148 0.187
0.133 0.349 -0.318
-0.054 -0.160 0.041
-0.006 -0.019 0.025
-0.012 -0.012 0.026
-0.014 -0.024 0.027
-0.114 0.024 -0.286
0.107 -0.006 0.461
0.077 0.029 -0.091
0.025 -0.025 -0.051
-0.012 0.006 -0.002
0.026 -0.024 -0.047
0.047 0.055 -0.194
-0.132 -0.062 0.353
-0.053 0.005 -0.074
0.002 -0.002 -0.026
-0.023 -0.006 -0.016
0.011 0.009 -0.037

Löwdin atomic charge list, values in e, 6 entries:
1 C -0.08
2 C -0.25
3 N 0.02
4 O -0.04
5 C -0.51
6 O 0.12